No. 1
Below is an isolated molecule of C6H11NO2 in a non-equilibrium geometry, with properties calculated with ωB97M-V with the def2-TZVPD basis set.

```
! RIJCOSX wB97M-V def2-TZVPD def2/J DEFGRID3
* xyz 0 1
C -1.193 0.275 -0.684
C -0.282 -1.439 1.111
C -1.037 -0.676 -1.865
C 1.101 1.063 -0.473
C 1.131 0.695 0.760
C -0.408 0.080 0.949
N 1.895 0.811 1.876
O 1.625 1.043 -1.665
O -1.046 0.752 1.799
H 1.392 1.847 -2.157
H 2.703 1.413 1.845
H 1.332 0.926 2.712
H -2.158 0.079 -0.211
H -1.256 1.324 -0.990
H -1.278 -1.873 1.191
H 0.279 -1.916 0.309
H 0.253 -1.627 2.044
H -0.137 -0.496 -2.453
H -1.878 -0.563 -2.556
H -1.038 -1.718 -1.542
*
```

Summary:
* Kohn-Sham gap (alpha / beta): 7.79 / 7.79 eV
* strongest force on any atom: 1.943 eV/A
* ΔE to the lowest compared entry with this formula, charge and spin: 6.078 eV
* total energy: -11980.19034 eV
* LUMO level (alpha / beta): -0.04 / -0.04 eV
* HOMO (alpha / beta): -7.8 / -7.8 eV

=====

No. 2
Below is a cluster of 2 separate species, C6H11NO2 in total in a non-equilibrium geometry, with properties calculated with ωB97M-V with the def2-TZVPD basis set.

```
! RIJCOSX wB97M-V def2-TZVPD def2/J DEFGRID3
* xyz 0 1
C 2.910 -0.377 -2.996
C 0.409 0.839 -0.007
C -0.182 -0.603 -0.158
C -0.637 0.270 1.022
C 0.087 -0.016 2.312
C -2.026 0.645 0.955
N 1.803 -0.854 -3.025
O 3.942 0.127 -3.100
O -0.894 -0.851 -1.287
H 1.375 0.882 0.538
H 0.052 1.546 -0.705
H 0.972 -0.563 1.897
H -0.470 -0.718 2.908
H 0.197 0.957 2.757
H -2.607 -0.330 1.220
H -2.362 1.119 -0.048
H -2.406 1.381 1.657
H 0.567 -1.246 0.034
H 0.795 -0.654 -2.703
H -1.526 -1.554 -1.268
*
```

Summary:
* Kohn-Sham gap: 10.15 eV
* strongest force on any atom: 3.839 eV/A
* ΔE to the lowest compared entry with this formula, charge and spin: 2.981 eV
* total energy: -11983.28686 eV
* LUMO level: 0.58 eV
* HOMO: -9.6 eV

=====

No. 3
Below is an isolated molecule of C6H11NO2 in a non-equilibrium geometry, with properties calculated with ωB97M-V with the def2-TZVPD basis set.

```
! RIJCOSX wB97M-V def2-TZVPD def2/J DEFGRID3
* xyz 0 1
C 2.045 -1.383 -1.249
C 0.451 0.073 -0.323
C 1.356 0.661 0.665
C -0.922 0.119 -0.135
C -1.860 -0.310 -1.148
C -1.500 0.995 0.719
H 1.914 -2.269 -0.525
H 2.942 -0.748 -0.827
H 2.052 -1.799 -2.356
H 0.777 1.202 1.468
H 1.843 1.658 -0.070
H 2.146 -0.226 1.147
H -1.589 -0.755 -2.267
H -2.629 -0.993 -0.869
H -2.534 0.745 -1.240
H -2.382 1.394 0.156
H -0.704 0.618 3.573
N -1.512 1.253 2.016
O 0.894 -0.507 -1.443
O -0.787 0.272 2.709
*
```

Summary:
* Kohn-Sham gap: 8.82 eV
* strongest force on any atom: 6.721 eV/A
* ΔE to the lowest compared entry with this formula, charge and spin: 7.175 eV
* total energy: -11979.09333 eV
* LUMO level: 0.79 eV
* HOMO: -8.0 eV

=====

No. 4
Below is an isolated molecule of C6H11NO2 in a non-equilibrium geometry, with properties calculated with ωB97M-V with the def2-TZVPD basis set.

```
! RIJCOSX wB97M-V def2-TZVPD def2/J DEFGRID3
* xyz 0 1
C 0.363 0.357 -0.126
C 0.224 -0.862 0.658
C 0.713 1.780 0.431
C 2.113 1.479 0.252
C -2.243 -0.516 -0.584
C -1.303 -0.067 0.507
N 0.535 -2.104 0.076
O 0.357 0.189 -1.512
O -1.688 0.499 1.526
H 1.188 -0.214 -1.788
H 0.427 -0.781 1.718
H 0.588 -2.885 0.716
H 0.259 -2.190 -0.894
H 0.297 2.524 -0.244
H 0.320 1.840 1.445
H 2.671 0.966 1.024
H 2.645 1.829 -0.622
H -2.293 0.239 -1.370
H -1.936 -1.448 -1.057
H -3.238 -0.636 -0.158
*
```

Summary:
* Kohn-Sham gap (alpha / beta): 7.06 / 7.45 eV
* strongest force on any atom: 2.345 eV/A
* ΔE to the lowest compared entry with this formula, charge and spin: 5.243 eV
* total energy: -11981.02526 eV
* LUMO level (alpha / beta): 0.23 / 0.23 eV
* HOMO (alpha / beta): -6.8 / -7.2 eV

=====

No. 5
Below is an isolated molecule of C6H11NO2Si in a non-equilibrium geometry, with properties calculated with ωB97M-V with the def2-TZVPD basis set.

```
! RIJCOSX wB97M-V def2-TZVPD def2/J DEFGRID3
* xyz 0 1
C -1.663 1.755 -0.688
C -0.408 1.383 -0.814
C -0.756 -0.383 1.634
C -2.692 0.980 0.060
C 1.907 0.304 0.516
C 0.196 -1.623 -1.085
N -3.053 -0.314 -0.189
O -3.875 -0.806 0.537
O -2.423 -0.949 -1.044
Si 0.153 -0.253 0.074
H -1.953 2.775 -1.069
H 0.198 1.880 -1.636
H -0.254 0.156 2.425
H -1.334 -1.218 2.006
H -3.318 1.420 0.802
H 1.942 1.336 0.821
H 2.545 -0.195 1.185
H 2.373 0.150 -0.477
H 1.126 -2.259 -1.133
H -0.634 -2.297 -1.136
H 0.138 -1.165 -2.137
*
```

Summary:
* Kohn-Sham gap (alpha / beta): 7.23 / 8.46 eV
* strongest force on any atom: 3.608 eV/A
* ΔE to the lowest compared entry with this formula, charge and spin: 4.615 eV
* total energy: -19856.49473 eV
* LUMO level (alpha / beta): -1.94 / -0.84 eV
* HOMO (alpha / beta): -9.2 / -9.3 eV

=====

No. 6
Below is an isolated molecule of C6H11NO3 in a non-equilibrium geometry, with properties calculated with ωB97M-V with the def2-TZVPD basis set.

```
! RIJCOSX wB97M-V def2-TZVPD def2/J DEFGRID3
* xyz 0 1
C 3.299 -0.556 0.113
C 1.878 -0.474 -0.461
C -1.080 1.010 0.590
C -1.518 -1.469 0.261
C 0.838 -0.463 0.309
C -0.636 -0.211 -0.159
N 2.622 0.578 2.109
O 3.480 0.472 1.027
O 2.746 1.553 2.779
O -0.788 -0.021 -1.543
H 3.309 -1.707 0.288
H 4.019 -0.327 -0.612
H 1.824 -0.413 -1.480
H -0.599 1.856 0.129
H -2.284 1.231 0.452
H -0.935 0.888 1.635
H -0.993 -2.316 -0.253
H -2.621 -1.373 0.108
H -1.547 -1.613 1.391
H 0.758 -0.478 1.347
H -1.804 -0.027 -1.736
*
```

Summary:
* Kohn-Sham gap: 10.02 eV
* strongest force on any atom: 4.320 eV/A
* ΔE to the lowest compared entry with this formula, charge and spin: 6.562 eV
* total energy: -14027.71678 eV
* LUMO level: 0.21 eV
* HOMO: -9.8 eV

=====

No. 7
Below is a cluster of 2 separate species, C6H11NO3 in total in a non-equilibrium geometry, with properties calculated with ωB97M-V with the def2-TZVPD basis set.

```
! RIJCOSX wB97M-V def2-TZVPD def2/J DEFGRID3
* xyz 0 1
C -2.689 -0.095 -0.380
C -1.912 -0.210 0.794
C -2.602 1.124 -1.397
C -1.315 -0.039 1.973
C 2.586 -1.582 -0.285
C 1.634 -0.472 -0.244
N 2.027 0.760 -0.066
O 3.365 0.985 0.294
O 1.291 1.741 0.050
O -1.524 -0.926 -0.372
H -3.605 -0.664 -0.403
H -1.802 1.606 -0.977
H -3.513 1.609 -1.236
H -2.388 0.615 -2.277
H -1.888 0.523 2.860
H 3.396 1.917 0.469
H -0.288 -0.371 2.261
H 2.669 -2.233 0.598
H 3.587 -1.312 -0.449
H 2.410 -2.255 -0.998
H 0.560 -0.721 -0.213
*
```

Summary:
* Kohn-Sham gap: 9.49 eV
* strongest force on any atom: 4.953 eV/A
* ΔE to the lowest compared entry with this formula, charge and spin: 8.120 eV
* total energy: -14026.15872 eV
* LUMO level: 0.93 eV
* HOMO: -8.6 eV

=====

No. 8
Below is an isolated molecule of C6H11NO4 in a non-equilibrium geometry, with properties calculated with ωB97M-V with the def2-TZVPD basis set.

```
! RIJCOSX wB97M-V def2-TZVPD def2/J DEFGRID3
* xyz 0 1
C -1.328 1.121 -1.609
C -0.460 0.457 -2.428
C 1.376 -0.364 -0.894
C 0.423 0.819 1.901
C -1.449 -0.801 1.811
C 0.406 -1.053 0.227
N -0.220 -0.294 1.162
O 1.854 0.801 -0.503
O 2.400 -1.293 -1.049
O 0.103 -2.194 -0.076
O 0.668 -0.260 -2.080
H -2.215 1.562 -2.084
H -1.328 1.322 -0.534
H -0.576 0.337 -3.469
H 1.450 0.580 1.973
H 0.545 1.739 1.345
H -0.117 0.898 2.810
H -1.700 -1.657 1.256
H -1.586 -1.022 2.856
H -2.120 0.018 1.541
H 1.753 1.536 -1.140
H 2.120 -2.253 -1.014
*
```

Summary:
* Kohn-Sham gap: 9.92 eV
* strongest force on any atom: 3.776 eV/A
* ΔE to the lowest compared entry with this formula, charge and spin: 3.270 eV
* total energy: -16078.29891 eV
* LUMO level: 0.70 eV
* HOMO: -9.2 eV

=====

No. 9
Below is a structure of composition C6H11NO4P in a non-equilibrium geometry, with properties calculated with ωB97M-V with the def2-TZVPD basis set.

```
! RIJCOSX wB97M-V def2-TZVPD def2/J DEFGRID3
* xyz -1 1
C -0.470 2.710 0.102
C -2.096 0.116 0.223
C -1.415 0.573 -1.065
C -0.826 -0.555 0.918
C -0.159 1.200 -0.535
C 1.981 -0.604 0.157
N 0.345 0.352 0.547
O -0.182 2.721 1.356
O 3.369 -2.399 -0.667
O -0.929 3.560 -0.599
O 0.944 -2.993 -0.351
P 2.038 -1.906 -1.144
H -2.544 0.837 0.818
H -2.747 -0.783 -0.057
H -1.295 -0.346 -1.684
H -2.100 1.370 -1.533
H -0.961 -0.561 1.976
H -0.656 -1.540 0.563
H 0.581 1.289 -1.377
H 2.448 0.258 -0.229
H 2.477 -0.779 1.195
H 0.487 1.085 1.381
H 1.710 -3.606 0.005
*
```

Summary:
* Kohn-Sham gap: 8.02 eV
* strongest force on any atom: 5.262 eV/A
* ΔE to the lowest compared entry with this formula, charge and spin: 1.716 eV
* total energy: -25369.99368 eV
* LUMO level: 3.51 eV
* HOMO: -4.5 eV

=====

No. 10
Below is a cluster of 2 separate species, C6H11NO4P in total in a non-equilibrium geometry, with properties calculated with ωB97M-V with the def2-TZVPD basis set.

```
! RIJCOSX wB97M-V def2-TZVPD def2/J DEFGRID3
* xyz -1 1
C 0.518 -3.376 -3.402
C 0.256 -1.280 1.437
C -0.376 -1.067 -0.007
C -0.695 -0.392 2.225
C -0.528 0.444 0.010
C 0.845 1.238 -0.536
N -1.279 0.478 1.324
O 1.482 -2.778 -3.295
O -0.257 3.383 -1.961
O -0.487 -3.920 -3.531
O -0.450 3.376 0.640
P 0.319 3.070 -0.615
H 0.160 -2.357 1.700
H 1.242 -0.770 1.631
H 0.381 -1.432 -0.724
H -1.361 -1.606 0.113
H -1.538 -0.981 2.567
H -0.234 -0.060 3.111
H -1.293 0.941 -0.592
H 1.822 1.309 0.032
H 1.169 0.679 -1.457
H -1.280 1.365 1.878
H 1.583 3.734 -0.549
*
```

Summary:
* Kohn-Sham gap: 7.00 eV
* strongest force on any atom: 4.418 eV/A
* ΔE to the lowest compared entry with this formula, charge and spin: 0.471 eV
* total energy: -25371.23902 eV
* LUMO level: 2.41 eV
* HOMO: -4.6 eV

=====

No. 11
Below is the ion C6H11NO4P with charge -1 in a non-equilibrium geometry, with properties calculated with ωB97M-V with the def2-TZVPD basis set.

```
! RIJCOSX wB97M-V def2-TZVPD def2/J DEFGRID3
* xyz -1 1
C -0.792 -2.589 -0.587
C 1.829 0.189 -1.775
C -0.947 -1.359 -1.033
C 0.980 0.979 -1.218
C -1.113 -0.198 -0.109
C 0.271 0.304 0.371
N 1.083 -0.678 0.881
O -0.506 1.077 2.814
O -0.910 2.756 0.848
O 1.535 2.190 1.692
O -1.838 0.744 -0.818
P 0.126 1.794 1.396
H -0.607 -3.491 -1.268
H -0.683 -2.826 0.387
H 2.352 0.547 -2.624
H 1.884 -0.776 -1.226
H -0.970 -1.066 -2.075
H 0.746 1.972 -1.535
H -1.471 -0.471 0.931
H 1.335 -0.235 1.770
H 0.816 -1.669 0.831
H -1.521 1.201 2.668
H -1.599 1.606 -0.317
*
```

Summary:
* Kohn-Sham gap: 8.59 eV
* strongest force on any atom: 6.197 eV/A
* ΔE to the lowest compared entry with this formula, charge and spin: 0.937 eV
* total energy: -25370.77261 eV
* LUMO level: 3.53 eV
* HOMO: -5.1 eV

=====

No. 12
Below is a structure of composition C6H11NO4S in a non-equilibrium geometry, with properties calculated with ωB97M-V with the def2-TZVPD basis set.

```
! RIJCOSX wB97M-V def2-TZVPD def2/J DEFGRID3
* xyz 0 1
C 2.431 -0.008 -0.206
C 1.057 -0.570 -0.765
C -1.161 0.648 -0.457
C -0.676 2.234 -0.268
C -0.207 -1.194 1.126
C -1.537 -1.992 0.665
H 1.504 1.464 0.378
H 1.182 -1.585 -0.937
H 1.091 -0.311 -1.881
H -1.591 0.219 -1.372
H -1.985 0.605 0.210
H -1.581 2.828 -0.175
H -0.024 2.320 0.765
H 1.917 2.875 -1.648
H -0.684 -0.541 2.155
H 0.698 -1.925 1.381
H -2.783 -3.336 1.411
N -0.048 -0.229 0.026
O 2.464 1.316 0.380
O 3.425 -0.805 -0.407
O -1.921 -2.900 1.735
O -1.806 -2.327 -0.424
S 0.236 3.214 -1.689
*
```

Summary:
* Kohn-Sham gap: 9.11 eV
* strongest force on any atom: 6.806 eV/A
* ΔE to the lowest compared entry with this formula, charge and spin: 5.411 eV
* total energy: -26910.89265 eV
* LUMO level: 0.04 eV
* HOMO: -9.1 eV

=====

Please write out number 8 again, unchanged.
Below is an isolated molecule of C6H11NO4 in a non-equilibrium geometry, with properties calculated with ωB97M-V with the def2-TZVPD basis set.

```
! RIJCOSX wB97M-V def2-TZVPD def2/J DEFGRID3
* xyz 0 1
C -1.328 1.121 -1.609
C -0.460 0.457 -2.428
C 1.376 -0.364 -0.894
C 0.423 0.819 1.901
C -1.449 -0.801 1.811
C 0.406 -1.053 0.227
N -0.220 -0.294 1.162
O 1.854 0.801 -0.503
O 2.400 -1.293 -1.049
O 0.103 -2.194 -0.076
O 0.668 -0.260 -2.080
H -2.215 1.562 -2.084
H -1.328 1.322 -0.534
H -0.576 0.337 -3.469
H 1.450 0.580 1.973
H 0.545 1.739 1.345
H -0.117 0.898 2.810
H -1.700 -1.657 1.256
H -1.586 -1.022 2.856
H -2.120 0.018 1.541
H 1.753 1.536 -1.140
H 2.120 -2.253 -1.014
*
```

Summary:
* Kohn-Sham gap: 9.92 eV
* strongest force on any atom: 3.776 eV/A
* ΔE to the lowest compared entry with this formula, charge and spin: 3.270 eV
* total energy: -16078.29891 eV
* LUMO level: 0.70 eV
* HOMO: -9.2 eV

=====

> Which of these has the lowest ΔE to the lowest compared entry with this formula, charge and spin?

number 10